Entry 1:
Density functional theory data (ωB97M-V/def2-TZVPD) for 2 unconnected molecules or ions with the total composition C9H14 at a distorted geometry.

The relative energy (zero: lowest compared OMol25 entry of this formula, charge and spin) is 16.6 kcal per mole. As for the HOMO-LUMO gap: 10.0 eV. The LUMO energy comes out at 1.0 eV.

Geometry as XYZ:
```
23
Properties=species:S:1:pos:R:3:forces:R:3
C 1.41975 -2.94025 -2.39361 0.89 0.07 -0.04
C 0.39079 -2.01836 -1.79342 -0.22 0.01 1.27
H 1.66497 -2.65822 -3.40522 -0.01 0.15 -0.49
H 2.37294 -2.89877 -1.85673 -0.12 0.17 0.13
H 1.18128 -3.99151 -2.42167 -0.56 -0.32 0.09
H 0.77355 -1.00902 -1.64998 -0.04 0.23 -0.66
H 0.17920 -2.27131 -0.75071 -0.08 -0.44 0.00
H -0.57861 -2.01776 -2.28686 0.13 0.15 -0.29
C 1.42915 0.36787 1.67007 0.04 -0.12 -0.83
C -1.06279 2.67801 0.06738 -1.10 0.37 0.37
C 0.12024 2.08895 0.44597 -0.19 0.41 1.11
C -2.30384 2.14589 0.46522 0.74 -0.37 -0.04
C 0.09803 0.98710 1.31795 0.42 -0.28 -0.28
C -2.31454 1.09755 1.36350 0.28 0.14 0.72
C -1.11287 0.48705 1.75194 -0.26 0.17 -0.27
H -1.16159 3.69847 -0.29163 0.63 -0.27 -0.81
H 1.07036 2.58504 0.29047 0.01 -0.05 -0.34
H -3.20375 2.55209 0.03502 -0.26 0.34 0.42
H -3.16941 0.89931 2.00411 -0.40 -0.47 -0.78
H 2.15788 1.07094 2.07379 -0.18 0.15 0.07
H 1.80718 0.06123 0.68938 0.43 -0.26 0.24
H -1.16428 -0.40557 2.36403 0.15 0.20 0.30
H 1.40638 -0.50873 2.31100 -0.31 0.01 0.09
```
Positions in Å, forces in eV/Å.

Results of the Mulliken charge analysis, in e, for atoms 1 through 2: -0.931, -0.714

***

Entry 2:
Density functional theory data (ωB97M-V/def2-TZVPD) for a molecular structure, CH28InO17 at a distorted geometry.

The relative energy (zero: lowest compared OMol25 entry of this formula, charge and spin) is 35.1 kcal per mole. Its charge is +1. As for the HOMO-LUMO gap: 7.3 eV. The LUMO energy comes out at -5.6 eV.

Geometry as XYZ:
```
47
Properties=species:S:1:pos:R:3:forces:R:3
In 0.91368 1.18540 1.95676 1.41 -0.14 2.57
C -0.08924 0.23215 -0.08987 4.06 -4.49 1.40
O 1.17843 0.70577 0.08988 -0.33 -0.57 -4.60
O -0.69142 0.49320 0.98545 -4.55 0.47 -0.75
O -0.27136 -0.89191 -0.75346 -0.70 5.05 1.05
O 0.96872 -0.01555 -2.91919 1.72 1.47 -2.77
H 0.57672 -0.19960 -2.11011 -1.25 -1.05 1.74
H 0.29959 -0.03921 -3.61551 -0.05 -0.15 0.29
O -3.41182 0.65188 -0.33789 0.79 1.70 0.58
H -3.64741 -0.23484 -0.51151 -0.43 -1.58 -0.43
H -2.46664 0.62679 -0.12808 -0.66 0.08 -0.06
O -1.69937 -1.82795 1.59823 -1.56 2.19 1.46
H -1.10634 -2.41950 1.24726 1.56 -3.40 -1.17
H -1.35826 -1.06590 1.12237 -0.98 0.32 0.49
O -0.62606 2.24644 2.92483 -1.94 0.03 -0.87
H -1.00215 2.39720 3.78107 0.14 0.27 1.30
H -1.44184 1.96865 2.39860 1.18 0.45 0.07
O 3.61686 0.34562 -1.00275 0.71 -0.33 0.67
H 3.73457 0.87421 -1.78112 0.09 0.22 -0.71
H 2.70129 0.44675 -0.74876 -0.48 0.02 -0.12
O 0.36025 -2.89568 -2.24818 -1.99 -0.38 -0.46
H 1.23523 -3.13766 -2.03773 1.63 -0.17 0.25
H 0.06838 -2.15094 -1.70762 0.62 -0.20 -0.40
O -2.13088 -0.75922 -2.73785 0.26 1.05 1.29
H -1.87101 -1.43970 -3.33362 0.37 -0.96 -0.68
H -1.45968 -0.74133 -2.01089 -1.12 -0.30 -1.05
O 1.11377 -2.17831 0.93038 0.83 -0.28 0.22
H 0.75937 -1.74597 0.13942 -0.45 0.70 -0.04
H 1.39435 -2.97217 0.48019 0.41 -1.07 0.46
O -1.57259 -3.92800 -0.28474 -0.62 -0.28 0.70
H -0.96481 -3.69464 -0.97940 0.15 -0.08 -0.96
H -2.47868 -3.90019 -0.63509 0.64 0.08 0.06
O -1.52445 3.18176 0.00103 -0.72 0.83 -0.45
H -2.36240 3.56688 -0.34311 0.54 -0.58 0.55
H -0.94425 3.30389 -0.76962 0.09 -0.45 -0.06
O 0.28495 2.71658 -2.28605 0.17 0.91 0.79
H 1.06571 3.12123 -1.88649 -0.09 0.22 -0.37
H 0.58471 1.81094 -2.37508 0.06 -0.96 -0.61
O 2.58621 -0.27685 2.05718 0.56 0.80 0.45
H 2.43264 -1.08583 1.56570 -1.24 -0.77 -1.43
H 3.29040 -0.59699 2.60590 0.87 0.58 1.16
O 1.08714 3.20128 1.07120 1.05 -0.19 -0.11
H 0.67722 3.93435 1.49715 -0.95 1.03 0.64
H 1.67326 3.59518 0.41017 0.20 -0.46 -0.01
O 0.26050 -0.48545 3.43214 1.28 0.23 -1.37
H 0.40945 -1.38398 3.06594 -0.50 0.39 0.15
H -0.15273 -0.53879 4.27286 -0.76 -0.27 1.12
```
Positions in Å, forces in eV/Å.

Results of the Mulliken charge analysis, in e, for atoms 1 through 2: 1.487, 0.833

***

Entry 3:
Density functional theory data (ωB97M-V/def2-TZVPD) for C7H6O in the gas phase at a distorted geometry.

The relative energy (zero: lowest compared OMol25 entry of this formula, charge and spin) is 41.2 kcal per mole. As for the HOMO-LUMO gap: 10.6 eV. The LUMO energy comes out at 1.0 eV.

Geometry as XYZ:
```
14
Properties=species:S:1:pos:R:3:forces:R:3
C 1.01686 -0.73371 -0.15371 1.05 0.87 1.45
C 0.33252 -0.05887 1.07190 -0.12 0.58 2.01
C -1.12911 -0.70964 0.89356 2.38 0.46 -0.88
C -1.36823 -0.80540 -0.43143 0.93 -0.18 -0.20
C -0.15379 -0.19935 -1.14937 2.16 -0.35 -1.99
C 0.10452 1.27412 -0.74544 1.79 0.43 -0.32
C 0.45346 1.38999 0.56705 -2.33 -2.81 -2.26
H 0.97091 -0.04745 2.02377 -1.51 -1.06 -0.93
H -1.54042 -1.27873 1.68680 -0.82 -0.02 0.57
H -2.11352 -1.38606 -1.02064 0.45 0.69 0.94
H 0.14736 -0.46674 -2.27686 -1.39 0.71 2.44
H 0.45742 1.98593 -1.50729 -0.97 -0.09 0.26
H 0.68699 2.22586 1.17418 0.43 0.58 0.19
O 2.13503 -1.18995 -0.13252 -2.06 0.17 -1.26
```
Positions in Å, forces in eV/Å.

Results of the Mulliken charge analysis, in e, for atoms 1 through 2: 0.183, 0.110

***

Entry 4:
Density functional theory data (ωB97M-V/def2-TZVPD) for C4H4ClF in the gas phase at a distorted geometry.

The relative energy (zero: lowest compared OMol25 entry of this formula, charge and spin) is 14.1 kcal per mole. As for the HOMO-LUMO gap: 9.9 eV. The LUMO energy comes out at 0.7 eV.

Geometry as XYZ:
```
10
Properties=species:S:1:pos:R:3:forces:R:3
C 0.53656 1.11839 -1.04662 0.15 0.05 0.57
C 0.88716 0.43600 0.01134 -0.93 -2.27 2.68
C 0.04526 -0.69932 0.65017 -0.28 0.41 -1.39
C -1.28500 -0.93293 0.40932 1.47 1.04 0.63
H 1.04706 2.00962 -1.33729 0.02 0.30 -0.86
H 0.70279 -1.36057 1.26266 -0.96 0.31 -0.59
H -1.97470 -0.18416 -0.07417 1.07 -1.17 0.36
H -1.71510 -1.83835 0.83293 -0.08 0.29 -0.01
F -0.58674 0.73807 -1.65349 -0.18 0.66 -0.81
Cl 2.34271 0.71325 0.94517 -0.27 0.38 -0.58
```
Positions in Å, forces in eV/Å.

Results of the Mulliken charge analysis, in e, for atoms 1 through 2: -0.142, 0.334

***

Entry 5:
Density functional theory data (ωB97M-V/def2-TZVPD) for C6H12O in the gas phase at a distorted geometry.

The relative energy (zero: lowest compared OMol25 entry of this formula, charge and spin) is 68.3 kcal per mole. As for the HOMO-LUMO gap: 10.6 eV. The LUMO energy comes out at 1.2 eV.

Geometry as XYZ:
```
19
Properties=species:S:1:pos:R:3:forces:R:3
C 2.81983 0.02101 -0.16297 0.53 -0.15 -0.03
C 1.38791 -0.28640 0.02504 0.65 0.18 -0.88
O 0.84928 -0.18357 1.29010 -0.62 1.08 -0.64
C 0.49376 0.83906 0.03044 0.50 0.08 0.11
C -0.81158 0.81290 -0.71474 0.04 -0.25 0.72
C -1.63473 0.25417 0.45374 -0.77 -0.10 0.25
C -2.18846 -1.10944 0.15027 -0.38 -0.18 0.00
H 2.94420 0.24360 -1.22671 0.40 -0.07 0.10
H 3.43432 -0.81885 0.14521 0.36 -0.02 -0.08
H 3.05804 0.90883 0.43114 0.14 -0.20 -0.12
H 0.98913 -1.14734 -0.52791 0.28 0.08 -0.11
H -0.91716 0.07470 1.25261 -1.03 0.17 0.10
H 0.75047 1.79320 0.46423 0.69 0.05 -0.32
H -0.80272 0.15494 -1.60551 0.14 0.10 0.61
H -1.15262 1.79838 -1.08173 0.38 -0.31 0.52
H -2.31085 1.01595 0.82763 -0.68 -0.21 -0.14
H -1.36838 -1.76830 -0.17666 -0.27 0.16 0.08
H -2.93782 -1.07166 -0.64047 -0.13 -0.23 0.02
H -2.60260 -1.53117 1.06628 -0.22 -0.20 -0.16
```
Positions in Å, forces in eV/Å.

Results of the Mulliken charge analysis, in e, for atoms 1 through 2: -1.393, 0.500

***

Entry 6:
Density functional theory data (ωB97M-V/def2-TZVPD) for a molecular structure, C3H6CuO3 at a distorted geometry.

The relative energy (zero: lowest compared OMol25 entry of this formula, charge and spin) is 12.3 kcal per mole. The spin multiplicity is 2. As for the HOMO-LUMO gap (spin up / spin down): 9.2 / 8.3 eV. The LUMO energy (spin up / spin down) comes out at 0.4 / 0.2 eV.

Geometry as XYZ:
```
13
Properties=species:S:1:pos:R:3:forces:R:3
O -0.49244 -0.49408 -0.06933 1.01 0.64 0.58
C -0.01009 0.63669 -0.83466 -0.08 0.08 -0.18
C 1.05311 1.22534 0.08825 0.14 0.07 -0.16
O 0.61186 0.81243 1.37240 0.09 0.28 0.28
C 0.17911 -0.48547 1.21850 -0.08 -0.20 -0.08
Cu -1.59152 -1.80100 -0.70925 -0.38 -0.05 -0.25
H -0.85452 1.31653 -0.99594 0.21 -0.17 0.02
H 1.08885 2.31845 0.05930 0.01 -0.29 0.06
H 2.04959 0.80881 -0.12805 -0.20 0.10 0.05
H -0.54352 -0.74643 1.99930 0.19 0.08 -0.22
H 1.01489 -1.20286 1.17370 -0.18 0.12 -0.02
H 0.39104 0.28787 -1.79245 -0.14 0.06 0.23
O -2.89636 -2.67626 -1.38178 -0.59 -0.71 -0.32
```
Positions in Å, forces in eV/Å.

Results of the Mulliken charge analysis, in e, for atoms 1 through 2: -0.251, -0.420

***

Entry 7:
Density functional theory data (ωB97M-V/def2-TZVPD) for 2 unconnected molecules or ions with the total composition C4H6S2 at a distorted geometry.

The relative energy (zero: lowest compared OMol25 entry of this formula, charge and spin) is 113.3 kcal per mole. As for the HOMO-LUMO gap (spin up / spin down): 7.3 / 6.6 eV. The LUMO energy (spin up / spin down) comes out at -1.8 / -2.1 eV.

Geometry as XYZ:
```
12
Properties=species:S:1:pos:R:3:forces:R:3
C 1.78065 -0.19106 0.31213 -1.03 1.54 1.13
C 0.91766 0.63422 0.91136 2.61 -2.51 -0.42
C 2.29763 -1.29361 -0.10897 2.36 -3.90 -1.20
C -0.21838 1.17037 0.27348 -0.36 1.08 -0.67
S 3.22910 1.91375 -0.34787 -2.36 0.86 0.82
S 1.30252 -2.80499 -0.01080 0.99 1.60 0.07
H 1.25376 1.05358 1.81424 0.22 0.22 1.38
H 3.38995 -1.46203 -0.51520 -2.50 0.80 0.52
H 0.16198 1.75212 -0.52808 -0.14 1.21 -0.90
H -0.73523 1.71062 0.98952 -1.22 1.62 0.97
H -0.89414 0.51885 -0.15867 -1.13 -1.87 -0.82
H 1.94858 2.51581 0.05862 2.56 -0.64 -0.88
```
Positions in Å, forces in eV/Å.

Results of the Mulliken charge analysis, in e, for atoms 1 through 2: 0.271, -0.823

***

Entry 8:
Density functional theory data (ωB97M-V/def2-TZVPD) for a molecular structure, C6H9CsLiO2 at a distorted geometry.

The relative energy (zero: lowest compared OMol25 entry of this formula, charge and spin) is 65.5 kcal per mole. The spin multiplicity is 2. As for the HOMO-LUMO gap (spin up / spin down): 2.0 / 3.4 eV. The LUMO energy (spin up / spin down) comes out at -1.5 / -1.5 eV.

Geometry as XYZ:
```
19
Properties=species:S:1:pos:R:3:forces:R:3
C -0.59388 0.71330 -0.04172 -1.51 -4.48 -1.18
H -0.42206 0.25589 0.94939 1.20 0.47 -0.78
H 0.12678 0.87847 -0.85939 -0.04 -0.08 0.98
C -0.91592 -1.21288 -0.81053 -0.12 1.07 -0.67
C 0.21061 -2.08431 -0.47361 0.21 -0.21 1.20
C 1.52719 -1.68271 -0.65269 -1.35 2.15 1.31
O 2.34105 -1.45798 0.35458 1.06 -1.37 -0.47
Cs 3.43184 -4.90919 1.38763 -0.37 0.76 -0.31
H -0.93148 -0.97489 -1.88304 -0.53 0.16 0.26
H -1.86396 -1.56291 -0.37983 0.15 0.17 -0.53
H 0.00601 -2.64616 0.45340 0.45 0.24 0.01
H 1.69699 -1.05645 -1.55381 0.28 -0.42 -0.13
H -0.57586 3.64839 0.09087 0.38 -0.16 -0.11
O 0.61710 2.62465 1.36783 -0.72 -1.28 0.24
C -0.44071 2.64887 0.55240 -0.05 4.61 -0.70
C -1.61874 1.80258 0.18446 1.70 -1.52 0.60
H -2.27851 1.58210 1.03366 -0.32 -0.21 -0.38
H -2.11412 2.08813 -0.75950 0.16 0.42 0.79
Li 1.79766 1.34509 1.03990 -0.59 -0.32 -0.12
```
Positions in Å, forces in eV/Å.

Results of the Mulliken charge analysis, in e, for atoms 1 through 2: -1.110, 0.347